Formula: C28H30AuBrN2O2S
Source: the OMol25 dataset
Level of theory: ωB97M-V/def2-TZVPD

HOMO-LUMO gap (alpha / beta)   0.30786 / 0.19573 Eh
Net charge   0
2S+1   3

Each line ends with the Löwdin spin population.
Positions of all 65 atoms, in Å:
1 Au 0.38 1.17 -1.23  0.190
2 Br 1.25 -2.03 3.44  0.000
3 C -0.36 -2.92 2.99  0.000
4 C -0.79 -3.97 3.83  0.000
5 C -1.96 -4.57 3.42  0.000
6 C -2.61 -4.17 2.27  0.000
7 C -2.15 -3.09 1.49  0.000
8 C -1.00 -2.44 1.87  0.000
9 C -0.52 -1.40 0.91  0.000
10 O -0.33 -0.25 1.30  0.001
11 O -0.31 -1.96 -0.23  -0.002
12 H -0.27 -4.21 4.71  0.000
13 H -2.38 -5.37 3.98  0.000
14 H -3.50 -4.74 1.96  0.000
15 H -2.64 -2.83 0.53  0.001
16 C 2.31 -3.08 -0.13  0.000
17 N 2.37 -1.65 -0.64  -0.001
18 C 3.08 -1.51 -1.95  -0.001
19 C 2.83 -0.73 0.49  0.001
20 C 3.23 0.66 0.00  0.004
21 C 4.58 1.04 0.27  0.002
22 C 5.06 2.30 -0.11  -0.002
23 C 4.16 3.21 -0.66  0.002
24 C 2.85 2.83 -0.93  0.009
25 C 2.31 1.50 -0.62  0.038
26 H 3.26 -3.50 0.29  0.000
27 H 1.92 -3.65 -1.07  0.000
28 H 1.60 -3.02 0.68  0.000
29 H 1.36 -1.38 -0.78  -0.002
30 H 3.99 -2.19 -1.98  0.000
31 H 3.39 -0.48 -2.16  0.000
32 H 2.42 -1.81 -2.71  0.000
33 H 3.60 -1.27 0.97  0.000
34 H 2.09 -0.65 1.16  0.000
35 H 5.25 0.29 0.66  0.000
36 H 6.03 2.62 0.32  0.000
37 H 4.50 4.25 -0.92  0.000
38 H 2.26 3.66 -1.20  0.001
39 S -1.05 0.26 -2.92  0.497
40 C -2.44 -0.56 -2.21  0.036
41 C -3.03 -1.55 -2.98  0.051
42 C -4.00 -2.32 -2.43  -0.009
43 C -4.52 -2.04 -1.13  0.085
44 C -4.00 -0.93 -0.45  -0.004
45 C -3.01 -0.17 -0.99  0.055
46 H -2.64 -1.66 -3.96  0.001
47 H -4.27 -3.22 -2.97  -0.002
48 H -5.37 -2.61 -0.79  0.005
49 H -4.43 -0.55 0.47  -0.002
50 H -2.59 0.64 -0.42  0.001
51 C -1.08 4.11 -2.53  0.033
52 C -1.11 4.21 -1.09  0.184
53 C -1.39 5.36 -0.30  0.330
54 C -1.27 5.07 1.12  0.028
55 C -0.99 3.72 1.07  0.292
56 C -0.83 2.66 2.24  0.035
57 N -0.88 3.14 -0.29  0.087
58 H -0.44 4.88 -2.76  0.008
59 H -2.11 4.40 -2.86  0.010
60 H -0.57 3.15 -2.90  0.005
61 H -1.55 6.31 -0.75  0.016
62 H -1.61 5.71 1.97  -0.004
63 H -1.75 2.30 2.65  0.012
64 H -0.30 3.05 3.09  0.004
65 H -0.05 1.96 1.93  0.003

Formula: C25H74N4O10
Source: the OMol25 dataset
Level of theory: ωB97M-V/def2-TZVPD

HOMO-LUMO gap   0.34765 Eh
Net charge   0
SMILES   COC[C@H](C)N.COC[C@H](C)N.COC[C@H](C)N.COC[C@H](C)N.CC(C)O.CC(C)O.CC(C)O.O.O.O

Each line ends with the Mulliken charge.
Positions of all 113 atoms, in Å:
1 C -0.41 11.48 2.10  -0.787
2 O 0.13 10.62 1.15  -0.299
3 C 0.34 9.28 1.60  -0.645
4 C 0.80 8.36 0.42  0.337
5 C -0.08 8.57 -0.84  -1.342
6 N 0.63 6.88 0.67  -0.719
7 H -0.52 12.45 1.62  0.269
8 H 0.21 11.73 2.96  0.302
9 H -1.41 11.23 2.45  0.319
10 H 1.15 9.36 2.32  0.315
11 H -0.59 9.01 2.09  0.342
12 H 1.83 8.58 0.13  0.234
13 H -1.10 8.19 -0.93  0.317
14 H 0.37 7.94 -1.60  0.421
15 H -0.22 9.62 -1.10  0.319
16 H -0.30 6.84 1.07  0.306
17 H 0.70 6.60 -0.30  0.314
18 C 8.16 5.58 2.86  -0.666
19 O 9.05 6.74 2.86  -0.348
20 C 9.96 6.87 1.76  -0.769
21 C 11.08 5.74 1.69  0.363
22 C 11.97 5.50 2.96  -1.082
23 N 11.91 6.08 0.56  -0.764
24 H 7.57 5.47 3.76  0.262
25 H 8.78 4.69 2.78  0.265
26 H 7.44 5.59 2.04  0.283
27 H 9.46 7.11 0.82  0.428
28 H 10.53 7.74 2.07  0.311
29 H 10.76 4.76 1.34  0.245
30 H 12.76 6.25 3.02  0.300
31 H 12.46 4.53 3.03  0.325
32 H 11.27 5.34 3.78  0.298
33 H 12.43 6.91 0.83  0.287
34 H 11.27 6.50 -0.11  0.261
35 C -3.48 3.16 2.87  -0.820
36 O -3.94 4.36 2.30  -0.242
37 C -5.27 4.23 1.95  -0.648
38 C -5.54 5.39 0.98  0.434
39 C -5.51 6.85 1.52  -1.392
40 N -6.87 5.30 0.34  -0.769
41 H -4.05 2.88 3.75  0.296
42 H -2.51 3.46 3.27  0.245
43 H -3.40 2.44 2.05  0.346
44 H -5.28 3.34 1.32  0.322
45 H -6.05 4.25 2.71  0.309
46 H -4.79 5.23 0.21  0.331
47 H -4.78 6.87 2.33  0.304
48 H -6.48 7.03 1.99  0.387
49 H -5.30 7.68 0.85  0.345
50 H -6.69 5.82 -0.51  0.282
51 H -6.82 4.35 0.00  0.269
52 C 2.31 -1.51 1.48  -0.680
53 O 2.31 -2.18 0.26  -0.310
54 C 1.88 -3.51 0.37  -1.085
55 C 1.70 -4.17 -0.97  0.593
56 C 0.74 -3.48 -1.93  -1.245
57 N 1.14 -5.54 -0.64  -0.657
58 H 2.57 -0.51 1.15  0.230
59 H 3.06 -1.93 2.16  0.286
60 H 1.33 -1.63 1.95  0.307
61 H 2.47 -4.20 0.98  0.395
62 H 0.86 -3.48 0.77  0.412
63 H 2.76 -4.17 -1.26  0.286
64 H 1.06 -3.77 -2.94  0.290
65 H 0.79 -2.40 -1.77  0.330
66 H -0.31 -3.56 -1.64  0.337
67 H 1.06 -5.58 0.37  0.241
68 H 1.83 -6.26 -0.78  0.271
69 C -3.00 -6.75 -8.14  -1.128
70 C -4.13 -7.57 -7.36  0.424
71 C -5.57 -7.14 -7.92  -1.311
72 O -4.01 -8.94 -7.56  -0.554
73 H -2.01 -6.82 -7.68  0.313
74 H -3.28 -5.70 -8.15  0.326
75 H -2.97 -7.03 -9.19  0.309
76 H -4.16 -7.35 -6.30  0.269
77 H -6.35 -7.76 -7.47  0.334
78 H -5.75 -7.41 -8.96  0.341
79 H -5.75 -6.07 -7.79  0.357
80 H -3.38 -9.31 -6.93  0.320
81 C -6.22 -0.84 -3.57  -1.208
82 C -7.58 -0.18 -3.71  0.694
83 C -8.65 -1.20 -3.95  -1.652
84 O -7.89 0.40 -2.55  -0.548
85 H -6.29 -1.89 -3.31  0.311
86 H -5.55 -0.35 -2.86  0.341
87 H -5.82 -0.84 -4.58  0.314
88 H -7.60 0.59 -4.49  0.198
89 H -8.37 -1.83 -4.80  0.366
90 H -9.58 -0.72 -4.25  0.428
91 H -8.81 -1.75 -3.03  0.441
92 H -8.84 0.29 -2.40  0.316
93 C -1.36 -6.49 5.56  -1.155
94 C -0.10 -7.10 6.27  0.469
95 C -0.18 -7.29 7.76  -1.299
96 O -0.03 -8.46 5.80  -0.545
97 H -2.25 -6.84 6.07  0.280
98 H -1.28 -6.76 4.50  0.311
99 H -1.41 -5.40 5.50  0.348
100 H 0.81 -6.54 6.06  0.224
101 H -0.39 -6.33 8.24  0.325
102 H 0.74 -7.71 8.16  0.419
103 H -1.11 -7.84 7.93  0.310
104 H 0.72 -8.80 6.30  0.313
105 O 7.18 -11.05 -2.09  -0.639
106 H 6.29 -10.90 -1.76  0.321
107 H 7.59 -11.61 -1.42  0.318
108 O -0.54 -10.19 -3.98  -0.634
109 H 0.24 -10.75 -3.99  0.315
110 H -0.47 -9.69 -3.17  0.320
111 O 2.83 -11.98 -0.06  -0.641
112 H 2.98 -12.72 -0.66  0.323
113 H 2.15 -12.28 0.53  0.318

| no. | E_tot (Eh) | F_max (Eh/bohr) | M (g mol⁻¹) |
| --- | --- | --- | --- |
| 1 | -4452.66626 | 0.0930 | 735.50 |
| 2 | -1968.04549 | 0.0821 | 590.88 |